Computed, not measured: a cluster of 5 separate species, C43H87F3O5P in total at a distorted geometry, with ωB97M-V with the def2-TZVPD basis set.

```
! RIJCOSX wB97M-V def2-TZVPD def2/J DEFGRID3
* xyz -1 1
H -3.131 -1.146 3.009
H 3.248 2.303 1.934
C 8.759 -1.380 2.776
H 8.295 0.917 1.597
F 0.352 0.576 4.268
H -1.802 2.344 3.505
C 6.514 3.466 0.331
C -8.459 -0.058 -3.647
H 0.921 2.442 0.894
H -8.316 -2.210 -5.955
H 6.628 -3.050 2.606
H -0.500 -5.587 3.013
C -2.442 2.823 2.762
C 6.401 1.934 0.210
H -5.217 -1.830 -4.393
C -2.856 -1.538 -6.468
O -2.481 3.110 -1.961
H 8.480 -2.444 4.603
H -3.503 0.208 -0.324
O -3.610 -2.360 -5.574
H -1.064 -2.305 3.322
C 9.032 -0.662 0.352
O -8.375 -0.357 -5.046
H 1.993 4.385 0.023
H 3.464 5.323 1.939
C 9.007 -2.599 3.662
C 3.757 3.234 1.698
H 8.930 -0.487 3.378
H -4.066 3.598 -0.737
H -9.222 -1.267 -1.992
H -7.459 -0.150 -3.213
H -2.431 4.842 1.948
C 9.701 -1.312 1.556
F 2.504 -1.142 4.269
H 9.707 -0.688 -0.507
H -0.855 -0.805 1.208
H -5.900 -0.164 -6.456
C -2.364 -5.384 1.857
C 1.647 4.479 1.053
H -4.544 -5.527 1.989
H 2.489 4.278 3.033
H -1.051 -7.062 2.210
C -9.182 -2.288 -3.944
C -0.805 3.767 0.980
C -3.783 5.040 -2.362
C -4.923 -0.463 -6.079
C -3.859 -0.623 -7.160
H -1.190 3.016 0.296
H 7.507 3.818 0.061
H -2.582 0.258 3.857
C -2.804 -3.006 -2.280
H 7.071 4.188 2.307
C 0.206 -0.713 3.868
H -4.090 -0.737 1.029
H -2.462 -4.361 2.225
C -3.656 -6.152 2.087
C -1.718 4.047 2.173
C -1.735 3.961 -2.825
C 2.837 4.434 2.013
H -4.487 -2.368 -1.134
H -3.746 -6.995 1.392
H -3.970 1.458 2.008
C 1.330 -1.425 3.648
H 10.588 -0.751 1.847
H -1.456 -1.503 4.813
H 3.935 3.250 0.623
F 1.443 -2.470 2.802
H 9.601 1.390 0.536
H -1.302 0.884 0.136
C -2.256 -6.531 3.920
H -10.004 -3.003 -3.944
H -1.077 4.441 2.969
H 1.175 5.457 1.156
H -8.798 0.970 -3.520
H 7.340 0.514 -1.106
C 5.068 3.356 2.493
H -10.448 -0.732 -3.146
H -3.692 -1.074 -2.007
H 5.423 2.385 2.832
C -8.970 -1.631 -5.301
H 5.527 1.681 -0.380
C 7.665 1.324 -0.457
C -2.735 4.918 -3.463
H -1.950 -7.463 4.397
H 8.145 2.079 -1.075
H -2.254 -5.737 4.675
H -2.287 5.868 -3.754
C 0.629 3.370 1.378
H 7.726 -1.325 2.439
C -2.978 1.829 1.737
H -2.079 -5.339 0.807
H -1.203 3.352 -3.558
H -4.284 -1.122 -8.035
H 4.836 3.952 3.375
H 7.125 -4.301 1.484
H -3.178 4.463 -4.353
C -2.267 -0.487 3.119
C -4.936 -1.846 -5.448
H 10.078 -2.636 3.868
C -3.190 -0.521 0.435
C 8.597 -3.935 3.035
H 9.302 -4.166 2.240
C 7.147 -4.000 2.528
H -3.444 5.747 -1.601
H -2.306 -2.174 -7.163
H -3.293 3.211 3.334
P -1.766 0.323 1.432
H 6.318 1.453 1.179
H -4.496 2.985 -2.346
H -3.251 -3.989 -2.167
H 8.726 -4.709 3.790
C -1.154 -1.321 3.774
C -3.495 -1.963 -1.395
C -9.416 -1.077 -3.046
H 5.815 5.089 1.529
C 8.679 0.812 0.584
H 6.565 -4.716 3.100
H -1.740 -3.019 -2.057
H -3.104 2.352 0.787
H 8.155 -1.241 0.062
H -2.134 -0.961 -5.880
H -3.418 0.318 -7.488
H -5.621 -2.517 -5.980
H -0.996 4.503 -2.222
H 5.836 3.903 -0.401
O -3.588 -6.674 3.419
O -2.741 -1.684 -0.266
C 6.167 4.070 1.710
H -4.599 0.282 -5.347
H -0.742 4.692 0.400
H -8.275 -2.812 -3.634
H -4.761 5.366 -2.717
H -9.923 -1.469 -5.817
H 0.690 3.192 2.451
H -0.712 1.102 2.083
C -3.799 3.627 -1.794
C -1.383 -6.159 2.730
H 9.971 -2.334 1.295
H -2.915 -2.727 -3.326
*
```

E_tot in Eh: -2707.5122
Lowest unoccupied orbital energy in eV: 2.259
HOMO-LUMO gap in eV: 5.76
Maximum force in eV/Å: 1.8

Computed, not measured: a cluster of 7 separate species, C43H88Br2FN11O7PS3Si in total at a distorted geometry, with ωB97M-V with the def2-TZVPD basis set.

```
! RIJCOSX wB97M-V def2-TZVPD def2/J DEFGRID3
* xyz 1 1
H 1.520 1.761 -1.492
H 0.604 -2.933 1.731
H 1.739 -5.925 3.502
H -1.314 3.681 -3.061
C 4.450 -6.524 2.514
C -11.623 0.639 -5.552
C 2.160 -6.384 1.445
C -6.251 -0.103 -3.840
H -11.342 -0.390 -5.346
H -10.803 2.544 -8.172
H -2.459 -1.579 0.073
O 5.379 2.948 8.165
C 6.095 3.254 1.027
H 2.881 0.014 -1.566
H 7.995 -9.510 2.263
C 1.411 -0.153 -0.033
N 1.944 7.192 2.068
H 0.972 4.613 1.791
N -7.182 -0.181 -4.806
H -2.171 -0.957 -1.627
C -0.439 -0.620 1.148
C -0.033 -3.009 -1.494
C 2.837 -0.386 -0.542
C 1.934 -1.671 5.923
H 0.186 6.684 1.018
H 2.668 -1.208 2.850
C 8.096 -9.235 1.218
S -6.020 3.046 -0.522
H -12.711 0.696 -5.609
H 1.629 -2.628 5.476
H 2.227 -1.912 6.955
H -5.276 -0.450 -0.961
H 7.998 -6.191 -0.158
H -7.254 -0.546 -6.851
C -3.310 0.341 -0.360
N 0.915 -0.873 1.125
H 5.341 1.355 -2.464
C -6.704 1.768 0.195
C -0.742 -1.106 3.574
C 1.918 4.857 1.306
H -11.261 1.268 -4.737
H -3.394 0.964 -1.259
C 3.808 0.482 0.290
H -4.437 0.024 -4.982
H -6.158 0.772 -6.393
H 7.519 3.349 5.963
P 0.499 -1.396 -2.295
H -8.941 2.849 1.624
C 0.642 7.531 1.521
H -0.127 -1.227 6.243
H -8.122 0.082 -1.506
C 4.497 4.247 -1.340
Br -0.566 2.644 -0.261
C -4.684 -0.297 -0.047
H 3.887 -6.119 0.504
C -7.110 0.298 -6.177
N -1.176 -0.726 2.235
H 7.149 4.967 6.623
H 0.758 8.350 0.809
N -11.245 2.329 -7.292
C 2.594 6.004 2.014
C -10.273 1.629 0.364
H 0.417 3.996 -2.538
H -4.300 0.547 -3.298
H 2.827 -1.303 5.409
H -0.463 -2.830 -0.501
H 2.565 3.984 1.352
C 7.116 3.895 6.818
N 3.513 -6.327 1.417
C -9.088 2.128 0.828
H -0.010 7.861 2.331
H -1.505 -0.679 -3.662
O -10.308 0.309 -7.526
H 1.834 -2.707 0.489
H 7.459 -7.658 -2.082
C -12.037 3.363 -6.650
H 0.028 3.598 -4.189
H -8.031 -0.638 -4.509
C 0.457 1.505 -1.523
C 0.763 -0.670 5.922
N 8.083 -7.195 -0.150
C -8.697 0.680 -0.803
H 3.150 -1.434 -0.594
F -2.498 -0.435 2.165
N -9.973 0.727 -0.632
H 7.731 3.681 7.687
H -0.965 1.363 -3.240
H 8.370 -8.952 -1.281
H 3.509 -2.432 1.909
C 8.293 -7.878 -1.414
C 4.951 4.220 4.802
H 5.497 3.489 1.919
H 3.968 3.951 -2.259
C 0.199 0.011 -1.066
H 6.579 4.204 0.754
H 6.877 2.530 1.290
H 4.300 5.085 4.702
N 4.773 3.642 6.125
O 1.517 -6.189 0.420
H 3.853 3.326 6.386
H 4.663 3.478 4.054
H 9.213 -7.507 -1.870
N -8.097 1.545 0.096
C -4.939 0.562 -4.177
H 7.304 -9.726 0.650
H 0.993 0.130 6.632
C -0.594 -1.277 -3.798
C -0.042 1.865 -2.948
H -0.949 -2.296 -4.017
H 2.385 -2.988 3.159
H 1.745 5.106 0.258
H 5.114 -7.351 2.266
H 0.818 -3.692 -1.432
C 1.494 -6.691 2.764
N -0.881 -0.201 -0.072
Si 5.068 2.682 -0.438
C 5.700 3.455 7.102
H -7.916 1.013 -6.336
H 0.417 -6.703 2.620
H 6.451 0.782 -1.235
H 5.978 4.524 4.628
H -4.529 -1.303 0.371
H -11.404 4.230 -6.458
C 1.386 -2.253 1.378
C -11.005 1.064 -6.862
O 3.696 5.874 2.529
H 2.457 7.909 2.557
H -0.042 -0.964 -4.687
H 5.048 -5.621 2.632
H 6.856 2.309 -2.157
C 7.980 -7.735 1.094
Br 1.472 1.419 -4.153
O 3.646 1.857 -0.028
S -5.668 0.649 1.154
H -1.614 -1.171 4.232
O 7.802 -7.016 2.066
C -2.178 -0.730 -0.562
H -0.814 -3.464 -2.116
H 3.938 -6.741 3.446
S 0.451 0.094 4.283
H -11.266 1.882 0.704
C 6.070 1.696 -1.711
O -6.483 -0.564 -2.721
C 2.561 -2.203 2.417
H -12.844 3.662 -7.322
H 3.769 4.771 -0.704
H 1.494 0.878 0.360
H 4.842 0.112 0.243
H 5.334 4.924 -1.534
H -5.103 1.600 -4.469
H -0.278 -2.100 3.544
H 1.805 -7.670 3.129
H -12.463 3.018 -5.714
H 9.070 -9.572 0.862
H 3.495 0.358 1.344
H -3.025 0.979 0.477
C -0.262 3.396 -3.149
*
```

E_tot in Eh: -9893.3036
Lowest unoccupied orbital energy in eV: -2.759
HOMO-LUMO gap in eV: 7.47
Maximum force in eV/Å: 2.8

- Which formula does entry 1 have?
  C43H87F3O5P

- What is the E_tot in the first record?
  -2707.5122 Eh

- Among the records above, which one has the highest HOMO-LUMO gap?
  C43H88Br2FN11O7PS3Si